{"formula": "C47H127N3O18", "method": "ωB97M-V with the def2-TZVPD basis set", "de_lowest_kj_mol": 113.11, "orbital_gap_ev": 8.27, "energy_ev": -92113.742, "lumo_energy_ev": 0.36, "molar_mass_g_mol": 1022.5, "elements": ["H", "H", "O", "H", "O", "C", "H", "H", "O", "O", "H", "H", "H", "H", "H", "H", "C", "H", "O", "C", "C", "H", "H", "H", "H", "H", "H", "C", "H", "H", "H", "H", "H", "C", "H", "C", "C", "H", "H", "O", "H", "H", "H", "H", "H", "N", "H", "H", "C", "C", "H", "H", "H", "H", "C", "H", "C", "C", "H", "C", "H", "C", "C", "C", "H", "C", "H", "H", "C", "C", "H", "O", "H", "H", "H", "H", "C", "H", "C", "C", "H", "H", "H", "H", "C", "H", "C", "H", "C", "H", "H", "H", "H", "H", "H", "H", "H", "O", "H", "O", "H", "C", "H", "H", "O", "H", "C", "H", "H", "H", "H", "O", "H", "O", "H", "H", "C", "H", "C", "H", "H", "N", "H", "H", "H", "H", "C", "C", "H", "C", "H", "H", "O", "H", "O", "H", "H", "H", "H", "O", "H", "H", "H", "H", "H", "H", "H", "C", "H", "C", "O", "H", "C", "C", "H", "H", "H", "H", "H", "H", "H", "H", "H", "H", "C", "C", "H", "O", "H", "H", "H", "C", "H", "H", "H", "C", "H", "C", "C", "H", "H", "C", "H", "C", "H", "N", "H", "C", "O", "H", "C", "H", "H", "H", "H"], "xyz": [[9.967, 5.844, 21.071], [11.858, 8.695, 23.642], [14.428, 9.729, 27.196], [5.574, 12.296, 19.086], [3.064, 6.933, 28.511], [7.147, 8.246, 27.493], [9.551, 5.302, 27.706], [8.955, 7.219, 24.920], [10.091, 4.673, 27.203], [12.528, 5.982, 24.856], [10.708, 3.470, 28.783], [10.942, 7.174, 21.892], [4.650, 15.815, 26.836], [3.285, 6.112, 28.026], [7.926, 5.800, 18.035], [10.537, 7.819, 24.958], [4.652, 14.761, 27.083], [6.806, 6.114, 27.150], [10.023, 14.214, 27.209], [1.630, 7.006, 28.573], [6.768, 9.580, 26.820], [14.072, 5.393, 23.603], [10.794, 8.068, 32.279], [11.507, 5.753, 19.655], [10.978, 9.483, 17.417], [2.241, 9.363, 30.539], [5.820, 13.135, 29.657], [1.970, 5.373, 24.002], [7.528, 7.808, 19.351], [4.360, 5.876, 22.366], [15.587, 11.394, 27.659], [13.036, 4.097, 24.070], [11.419, 5.018, 28.742], [11.040, 4.234, 28.102], [5.168, 6.892, 23.485], [11.560, 8.609, 17.620], [11.387, 13.962, 27.617], [9.916, 12.202, 29.756], [1.142, 4.650, 24.152], [3.297, 14.396, 27.265], [1.128, 6.871, 27.679], [12.445, 5.419, 22.878], [5.844, 14.450, 31.806], [5.369, 7.151, 21.720], [10.844, 14.546, 23.233], [2.467, 7.767, 23.452], [14.115, 9.400, 26.331], [11.922, 14.941, 27.786], [10.846, 7.655, 18.596], [15.450, 10.700, 26.848], [3.112, 8.571, 25.090], [13.326, 7.742, 24.762], [4.437, 9.489, 21.490], [16.324, 10.114, 26.691], [4.961, 5.479, 32.795], [11.653, 9.260, 31.418], [8.164, 7.050, 19.768], [8.830, 12.221, 29.655], [0.255, 5.604, 22.352], [9.273, 7.797, 20.625], [5.481, 4.484, 32.590], [2.789, 11.076, 26.899], [10.638, 9.012, 31.727], [7.553, 9.915, 25.650], [11.774, 3.810, 27.386], [3.476, 7.887, 22.380], [3.298, 13.456, 27.558], [4.618, 13.345, 32.461], [5.405, 12.398, 20.143], [0.514, 9.638, 31.353], [3.508, 7.432, 20.306], [3.528, 11.578, 27.960], [1.366, 6.078, 20.130], [7.553, 11.905, 20.010], [9.615, 12.688, 21.004], [6.546, 7.315, 29.386], [12.087, 13.223, 26.446], [11.111, 10.031, 20.044], [3.491, 11.198, 25.553], [0.410, 7.198, 24.532], [3.379, 4.849, 33.701], [8.423, 13.177, 30.028], [6.771, 7.080, 25.685], [11.639, 8.098, 16.669], [9.037, 9.899, 25.903], [5.132, 14.173, 26.277], [12.818, 9.191, 23.520], [7.109, 12.904, 32.747], [4.958, 13.134, 30.337], [7.625, 8.570, 21.916], [4.298, 13.954, 29.972], [6.997, 8.932, 29.625], [9.411, 7.540, 29.299], [2.553, 5.461, 21.352], [9.721, 15.039, 27.570], [6.264, 13.210, 21.926], [12.568, 7.139, 19.845], [8.288, 11.211, 30.507], [9.157, 5.289, 19.162], [10.314, 12.401, 21.646], [0.288, 8.563, 31.587], [9.767, 6.931, 17.830], [-0.404, 10.088, 31.079], [7.373, 9.319, 24.705], [3.198, 7.701, 24.717], [5.285, 5.946, 33.743], [4.685, 6.855, 22.527], [7.949, 9.416, 20.475], [9.342, 14.471, 24.158], [10.164, 6.096, 17.225], [10.026, 6.600, 26.178], [9.811, 8.857, 30.626], [8.705, 12.398, 22.878], [6.538, 12.541, 32.055], [10.752, 9.749, 27.963], [3.003, 11.503, 28.834], [1.865, 6.314, 21.097], [11.704, 12.231, 26.098], [11.924, 6.601, 19.156], [1.861, 11.614, 26.721], [11.308, 8.029, 27.823], [8.587, 8.327, 27.693], [4.286, 10.450, 25.438], [12.572, 8.941, 17.981], [0.827, 10.044, 32.352], [10.289, 9.817, 32.395], [6.534, 7.077, 26.751], [6.512, 8.279, 28.891], [5.309, 14.592, 27.910], [1.447, 6.730, 23.574], [11.643, 9.256, 26.505], [5.414, 7.170, 26.763], [1.479, 9.882, 30.309], [1.194, 6.360, 29.380], [7.753, 12.720, 20.467], [7.451, 11.476, 30.849], [13.115, 13.053, 26.655], [11.919, 13.889, 25.605], [9.305, 9.677, 30.469], [3.570, 5.298, 32.860], [7.366, 10.919, 25.298], [4.640, 9.642, 23.191], [5.719, 9.484, 26.522], [12.487, 6.232, 18.288], [2.516, 5.518, 24.928], [2.666, 5.033, 23.217], [0.217, 7.372, 21.991], [8.448, 8.925, 21.268], [4.436, 12.906, 20.035], [3.958, 9.297, 22.433], [11.160, 9.121, 20.383], [9.242, 14.714, 22.434], [9.771, 7.462, 25.600], [9.518, 8.622, 26.552], [9.437, 6.667, 22.477], [-0.353, 6.399, 24.760], [5.197, 11.383, 20.543], [-0.052, 8.096, 24.120], [7.449, 6.611, 20.426], [10.256, 12.170, 23.673], [5.142, 6.113, 31.909], [1.336, 8.001, 28.887], [12.679, 10.261, 23.764], [9.381, 10.755, 26.500], [0.824, 6.490, 22.223], [5.431, 13.428, 31.731], [13.184, 8.995, 22.534], [13.756, 8.656, 24.509], [9.042, 9.604, 21.835], [2.808, 10.991, 24.697], [6.398, 14.347, 20.558], [9.734, 12.739, 22.894], [2.128, 8.398, 20.755], [3.106, 9.976, 22.426], [6.962, 10.328, 27.586], [12.985, 5.195, 23.813], [2.434, 10.042, 26.973], [6.452, 13.270, 20.819], [2.719, 7.547, 21.038], [9.266, 7.558, 17.095], [11.392, 13.421, 28.533], [8.716, 6.174, 18.644], [5.501, 8.555, 28.802], [9.973, 6.809, 21.576], [4.498, 12.171, 30.211], [10.127, 8.417, 19.591], [8.497, 12.178, 28.610], [10.899, 8.943, 27.266], [9.030, 7.170, 28.452], [11.721, 5.638, 25.245], [9.776, 14.213, 23.203], [3.888, 12.224, 25.457], [0.832, 7.495, 25.515], [9.530, 10.054, 24.933], [15.149, 11.233, 25.929]]}